The following is a DFT calculation (ωB97M-V/def2-TZVPD) of a molecular structure, C3H7NS.

Geometry (Å):
C1 2.209 -0.534 -0.051
C2 -1.357 0.105 0.076
C3 -2.484 0.016 0.865
H1 1.755 -1.603 0.503
H2 2.564 0.097 0.718
H3 3.109 -0.456 -0.939
H4 -1.622 0.579 -0.772
H5 -2.269 -0.264 1.926
H6 -2.722 1.282 0.838
H7 -3.446 -0.751 0.610
N1 -0.261 -0.248 0.430
S1 0.891 0.333 -0.702

Calculated values
E: -571.30156 Eh
Frontier orbital gap: 9.00 eV
Molar mass: 89.16 g/mol

Löwdin atomic charge list, values in e, 4 entries:
1 C -0.5200
2 C -0.5569
3 C -0.1147
4 H 0.1239


The following is a DFT calculation (ωB97M-V/def2-TZVPD) of a molecular structure, C26H53Cl2I3N3O6P2.

Geometry (Å):
C1 -6.009 -2.590 0.909
O1 -4.805 -2.475 0.169
C2 -4.820 -1.498 -0.849
C3 -4.339 -0.124 -0.356
C4 -3.609 0.625 -1.464
C5 -2.077 0.620 -1.620
N1 -0.972 0.842 -0.576
P1 -0.550 -1.065 -0.175
O2 -1.952 -1.450 0.477
Cl1 0.556 -1.137 1.508
C6 -1.229 1.843 0.551
Cl2 -2.638 2.905 0.082
I1 -2.048 1.019 2.400
C7 -0.086 2.856 0.911
C8 0.959 2.343 1.937
C9 1.083 3.128 3.278
C10 0.252 2.548 4.427
C11 2.543 3.099 3.744
C12 0.416 3.654 -0.386
C13 -0.486 4.935 -0.543
C14 -0.015 6.184 -1.321
C15 0.494 7.352 -0.478
I2 -1.802 6.885 -2.411
P2 2.143 4.443 -0.439
N2 2.218 5.083 1.140
O3 3.215 3.197 -0.288
C16 0.156 2.774 -1.644
I3 1.153 3.504 -3.415
C17 0.323 1.253 -1.412
N3 1.452 1.020 -0.566
C18 0.427 0.470 -2.767
C19 1.846 0.284 -3.330
C20 2.724 -0.955 -3.046
C21 2.168 -2.365 -3.180
O4 1.986 -2.971 -1.876
C22 2.005 -4.348 -1.917
C23 0.777 -4.983 -1.341
O5 2.961 -4.960 -2.370
H1 -5.760 -2.844 1.936
H2 -6.634 -3.383 0.501
H3 -6.562 -1.651 0.921
H4 -4.127 -1.867 -1.611
H5 -5.809 -1.425 -1.302
H6 -3.772 -0.316 0.538
H7 -5.205 0.466 -0.060
H8 -3.931 0.181 -2.412
H9 -3.992 1.633 -1.550
H10 -1.874 1.318 -2.425
H11 -1.838 -0.353 -2.046
H12 -2.416 -2.130 -0.031
H13 -0.640 3.606 1.473
H14 1.940 2.298 1.496
H15 0.737 1.323 2.223
H16 0.775 4.162 3.138
H17 0.660 2.881 5.378
H18 0.226 1.462 4.397
H19 -0.779 2.899 4.405
H20 2.700 3.849 4.517
H21 2.754 2.134 4.207
H22 3.248 3.257 2.936
H23 -0.778 5.284 0.448
H24 -1.408 4.609 -0.998
H25 0.654 5.996 -2.144
H26 0.178 7.259 0.558
H27 0.158 8.306 -0.865
H28 1.584 7.377 -0.519
H29 1.330 5.409 1.493
H30 2.865 5.860 1.134
H31 3.810 3.316 0.457
H32 -0.882 2.926 -1.922
H33 2.225 1.631 -0.791
H34 1.787 0.066 -0.592
H35 -0.058 -0.500 -2.755
H36 -0.128 1.034 -3.514
H37 1.725 0.334 -4.413
H38 2.470 1.139 -3.089
H39 3.215 -0.884 -2.076
H40 3.535 -0.879 -3.770
H41 1.211 -2.395 -3.704
H42 2.892 -2.985 -3.699
H43 -0.046 -4.829 -2.035
H44 0.569 -4.476 -0.402
H45 0.988 -6.030 -1.162
C24 1.298 -6.972 2.671
C25 1.844 -8.353 2.335
C26 1.812 -8.618 0.837
O6 1.119 -9.357 3.037
H46 0.254 -6.892 2.351
H47 1.324 -6.801 3.747
H48 1.871 -6.184 2.177
H49 2.869 -8.436 2.698
H50 0.782 -8.581 0.470
H51 2.203 -9.610 0.614
H52 2.402 -7.881 0.289
H53 0.204 -9.325 2.745

Calculated values
E: -4134.07995 Eh
Frontier orbital gap: 7.80 eV
Molar mass: 1017.29 g/mol
Charge: +1

Löwdin atomic charge list, values in e, 4 entries:
1 C -0.0782
2 O -0.2061
3 C -0.2349
4 C -0.1959


The following is a DFT calculation (ωB97M-V/def2-TZVPD) of a single C5H6N2O3 molecule.

Geometry (Å):
N1 -0.249 -1.947 -0.083
C1 -0.595 -0.668 -0.166
C2 0.179 0.468 -0.250
C3 1.645 0.483 -0.313
N2 2.422 -0.014 0.611
C4 -0.706 1.611 -0.058
O1 -0.472 2.750 0.277
O2 -1.996 1.169 -0.108
C5 -2.034 -0.246 -0.116
H1 -0.939 -2.678 -0.183
H2 0.709 -2.225 0.084
H3 -2.585 -0.604 -0.996
H4 -2.534 -0.611 0.793
O3 2.206 1.590 -0.766
H5 1.950 -0.672 1.225
H6 3.000 1.594 0.049

Calculated values
E: -529.32124 Eh
SMILES: [H]/N=C(/O)C1=C(N)COC1=O
Frontier orbital gap: 9.36 eV
Molar mass: 142.11 g/mol

Löwdin atomic charge list, values in e, 4 entries:
1 N 0.1686
2 C -0.2499
3 C -0.0326
4 C -0.4435


The following is a DFT calculation (ωB97M-V/def2-TZVPD) of a molecular structure, C29H28HgO17S2.

Geometry (Å):
Hg1 -0.019 -0.039 0.462
C1 2.196 -1.717 4.187
C2 3.006 -2.887 4.396
C3 2.987 -3.948 3.225
O1 3.677 -4.961 3.455
C4 2.305 -3.674 2.018
C5 1.591 -2.500 1.871
C6 1.576 -1.456 2.972
O2 0.965 -0.375 2.779
O3 0.977 -2.240 0.789
O4 3.781 -3.089 5.335
H1 2.197 -0.953 4.954
H2 2.383 -4.400 1.218
C7 -1.312 3.914 -1.560
C8 -0.963 2.905 -0.598
C9 -1.278 3.181 0.884
O5 -0.992 2.309 1.700
C10 -1.919 4.411 1.248
C11 -2.360 5.298 0.303
C12 -2.031 5.029 -1.179
O6 -2.397 5.790 -2.145
O7 -3.026 6.324 0.681
O8 -0.336 1.860 -0.882
H3 -0.991 3.705 -2.572
H4 -2.122 4.607 2.288
C13 -2.836 -2.872 1.385
C14 -2.470 -1.706 2.113
C15 -2.778 -1.739 3.674
O9 -2.422 -0.796 4.385
C16 -3.666 -2.739 4.181
C17 -4.200 -3.725 3.366
C18 -3.649 -3.853 1.933
O10 -4.050 -4.816 1.216
O11 -4.902 -4.679 3.824
O12 -1.904 -0.716 1.597
H5 -2.485 -2.917 0.360
H6 -4.026 -2.615 5.194
C19 1.129 -0.368 -3.913
C20 1.873 -0.596 -2.633
O13 1.370 -0.410 -1.559
C21 3.240 -1.244 -2.724
H7 0.299 -1.084 -3.971
H8 1.674 -0.512 -4.845
H9 0.591 0.583 -3.902
H10 3.339 -1.865 -3.617
H11 3.559 -1.830 -1.869
H12 3.853 -0.348 -2.900
C22 -3.847 1.023 -2.352
C23 -4.784 -0.076 -1.918
C24 -4.027 -1.408 -1.917
S1 -2.327 -1.090 -2.464
O14 -1.924 -2.054 -3.478
O15 -1.497 -0.848 -1.307
C25 -2.741 0.516 -3.292
H13 -3.361 1.538 -1.525
H14 -4.426 1.756 -2.921
H15 -5.683 -0.170 -2.523
H16 -5.073 0.133 -0.886
H17 -4.448 -1.965 -2.761
H18 -3.922 -2.154 -1.126
H19 -2.957 0.170 -4.302
H20 -1.777 1.023 -3.261
C26 5.475 1.428 -0.342
C27 4.592 2.387 -1.194
C28 3.424 2.908 -0.331
S2 3.207 1.758 1.030
O16 1.914 1.161 0.932
O17 3.653 2.501 2.197
C29 4.519 0.604 0.541
H21 6.201 1.964 0.274
H22 6.130 0.811 -0.961
H23 4.204 1.898 -2.085
H24 5.137 3.275 -1.522
H25 2.519 2.772 -0.931
H26 3.382 3.941 0.001
H27 4.052 -0.150 -0.097
H28 4.952 0.103 1.402

Calculated values
E: -3350.43400 Eh
Frontier orbital gap: 3.27 eV
Molar mass: 913.25 g/mol
Charge: -4

Löwdin atomic charge list, values in e, 4 entries:
1 Hg 1.2353
2 C -0.0080
3 C -0.3969
4 C -0.3877


The following is a DFT calculation (ωB97M-V/def2-TZVPD) of 4 unconnected molecules or ions with the total composition C14H36O10S.

Geometry (Å):
O1 0.021 -1.575 -4.867
S1 -0.041 -1.219 -6.249
O2 0.838 0.132 -6.392
O3 -1.494 -0.501 -6.471
C1 -2.488 -0.781 -5.455
C2 -3.800 -0.276 -5.945
O4 -3.919 1.132 -5.870
H1 0.437 0.787 -5.786
H2 -2.578 -1.846 -5.336
H3 -2.220 -0.317 -4.526
H4 -3.909 -0.593 -6.969
H5 -4.543 -0.747 -5.322
H6 -4.370 1.346 -5.042
C3 -0.589 0.348 -0.575
O5 -0.932 -1.017 -0.700
C4 -0.132 -1.712 -1.651
C5 0.921 -2.555 -0.976
O6 1.898 -1.753 -0.329
C6 1.733 -1.689 1.076
H7 -1.152 0.755 0.264
H8 0.478 0.482 -0.379
H9 -0.863 0.899 -1.482
H10 0.333 -1.014 -2.349
H11 -0.797 -2.364 -2.225
H12 1.436 -3.150 -1.737
H13 0.455 -3.243 -0.264
H14 1.968 -2.656 1.534
H15 0.716 -1.395 1.349
H16 2.430 -0.946 1.461
C7 -6.663 2.919 2.756
O7 -6.241 3.128 1.421
C8 -5.096 3.960 1.316
C9 -3.847 3.156 1.048
O8 -3.494 2.349 2.160
C10 -3.835 0.985 1.994
H17 -7.451 2.168 2.736
H18 -5.845 2.558 3.384
H19 -7.069 3.842 3.183
H20 -4.969 4.560 2.221
H21 -5.265 4.644 0.477
H22 -3.015 3.845 0.866
H23 -3.981 2.542 0.153
H24 -3.207 0.521 1.226
H25 -4.886 0.862 1.723
H26 -3.655 0.480 2.942
C11 5.096 0.606 3.060
O9 4.745 -0.763 2.972
C12 5.529 -1.477 2.026
C13 6.580 -2.320 2.707
O10 7.570 -1.520 3.334
C14 7.418 -1.432 4.738
H27 4.549 1.032 3.899
H28 6.167 0.736 3.232
H29 4.808 1.139 2.147
H30 5.995 -0.791 1.313
H31 4.852 -2.133 1.470
H32 7.084 -2.933 1.953
H33 6.111 -2.991 3.431
H34 7.639 -2.394 5.212
H35 6.408 -1.117 5.013
H36 8.129 -0.693 5.099

Calculated values
E: -1705.42867 Eh
Frontier orbital gap: 9.46 eV
Molar mass: 396.50 g/mol

Löwdin atomic charge list, values in e, 4 entries:
1 O -0.4155
2 S 0.8982
3 O -0.2583
4 O -0.3409


The following is a DFT calculation (ωB97M-V/def2-TZVPD) of 2 unconnected molecules or ions with the total composition C2H8NO2.

Geometry (Å):
C1 0.779 -0.558 -0.891
O1 0.828 -1.116 0.364
C2 -0.565 0.044 -1.294
N1 -0.845 1.324 -0.705
H1 1.066 -1.323 -1.597
H2 1.533 0.259 -1.022
H3 -1.345 -0.637 -0.966
H4 -0.632 0.143 -2.354
H5 -0.080 1.963 -0.935
H6 -0.861 1.190 0.318
H7 -0.846 -0.276 2.690
H8 0.376 -0.517 1.192
O2 -0.171 0.204 2.227

Calculated values
E: -286.24302 Eh
Frontier orbital gap: 8.22 eV
Molar mass: 78.09 g/mol
Charge: -1

Löwdin atomic charge list, values in e, 4 entries:
1 C -0.3831
2 O -0.1898
3 C -0.3208
4 N -0.0299


The following is a DFT calculation (ωB97M-V/def2-TZVPD) of a molecular structure, C2H7N.

Geometry (Å):
C1 1.162 -0.245 0.054
C2 -1.238 -0.201 0.018
H1 1.742 0.197 1.240
H2 1.706 -0.295 -1.118
H3 0.983 -1.269 0.277
H4 0.035 1.435 0.221
H5 -1.247 -0.529 1.172
H6 -2.069 0.626 0.155
H7 -1.512 -1.175 -0.786
N1 0.117 0.527 -0.227

Calculated values
E: -135.01044 Eh
Frontier orbital gap: 9.35 eV
Molar mass: 45.08 g/mol

Löwdin atomic charge list, values in e, 4 entries:
1 C -0.2835
2 C -0.1466
3 H 0.1635
4 H 0.1343


The following is a DFT calculation (ωB97M-V/def2-TZVPD) of a single C10H19ClOSi molecule.

Geometry (Å):
C1 3.744 1.188 1.000
C2 2.987 0.257 0.998
C3 4.706 2.261 0.959
C4 -2.911 -0.140 -1.378
C5 -1.325 1.711 -0.873
C6 -0.614 -0.176 -2.325
C7 -0.662 -2.615 0.143
C8 -1.876 -0.449 2.001
C9 1.946 -0.730 1.046
C10 -1.450 0.204 -1.100
O1 0.667 -0.039 0.647
Si1 -0.809 -0.738 0.449
Cl1 1.762 -1.382 2.689
H1 5.273 2.288 1.888
H2 5.392 2.119 0.125
H3 4.184 3.209 0.834
H4 -3.035 -1.207 -1.546
H5 -3.543 0.151 -0.542
H6 -3.261 0.385 -2.267
H7 -1.641 2.260 -1.760
H8 -0.294 1.973 -0.653
H9 -1.944 2.028 -0.037
H10 0.444 -0.011 -2.132
H11 -0.762 -1.222 -2.583
H12 -0.902 0.430 -3.184
H13 -1.612 -3.054 -0.140
H14 0.050 -2.841 -0.645
H15 -0.329 -3.123 1.043
H16 -1.466 -0.970 2.861
H17 -1.924 0.606 2.253
H18 -2.892 -0.803 1.857
H19 2.100 -1.573 0.373

Calculated values
E: -1217.35803 Eh
SMILES: CC#C[C@@H](Cl)O[Si](C)(C)C(C)(C)C
Frontier orbital gap: 10.21 eV
Molar mass: 218.80 g/mol

Löwdin atomic charge list, values in e, 4 entries:
1 C -0.0620
2 C -0.0553
3 C -0.0921
4 C -0.1007


The following is a DFT calculation (ωB97M-V/def2-TZVPD) of 6 unconnected molecules or ions with the total composition C26H66N2O25P7S.

Geometry (Å):
C1 -0.327 -2.974 6.159
P1 -2.002 -2.893 5.395
O1 -2.649 -1.459 6.022
P2 -1.708 -2.560 3.197
O2 -2.971 -3.672 2.715
C2 -3.236 -3.587 1.335
C3 -2.534 -4.634 0.434
C4 -1.191 -5.126 0.919
O3 -0.314 -5.385 0.123
C5 -2.879 -2.124 0.997
C6 -3.099 -1.646 -0.448
C7 -2.125 -0.475 -0.779
C8 -0.983 -1.010 -1.685
C9 0.198 -1.614 -0.923
S1 1.513 -2.047 -2.131
C10 1.582 -3.796 -2.089
N1 2.594 -4.403 -1.551
N2 2.338 -5.747 -1.663
C11 1.203 -5.867 -2.252
O4 0.683 -4.672 -2.573
O5 -1.595 -1.986 1.517
H1 -0.355 -2.733 7.226
H2 0.348 -2.236 5.700
H3 0.088 -3.978 6.070
H4 -3.245 -1.086 5.357
H5 -0.726 -3.606 3.061
H6 -0.580 -1.679 3.501
H7 -2.591 -1.409 3.402
H8 -4.309 -3.765 1.162
H9 -2.356 -4.199 -0.552
H10 -3.185 -5.508 0.324
H11 -0.981 -5.302 1.983
H12 -3.672 -1.599 1.561
H13 -3.047 -2.436 -1.201
H14 -4.106 -1.224 -0.519
H15 -1.789 0.044 0.119
H16 -2.688 0.263 -1.363
H17 -1.421 -1.816 -2.283
H18 -0.673 -0.226 -2.381
H19 0.579 -0.900 -0.191
H20 -0.081 -2.499 -0.350
H21 0.743 -6.819 -2.450
C12 -4.028 -0.834 12.907
O6 -2.940 -1.657 12.463
P3 -1.957 -1.051 11.268
O7 -1.166 -2.252 10.918
O8 -1.202 -0.018 12.256
C13 -0.325 -0.549 13.248
O9 -1.743 -0.031 10.021
C14 -2.234 -0.468 8.725
H22 -4.493 -1.325 13.759
H23 -3.668 0.151 13.217
H24 -4.771 -0.719 12.116
H25 0.012 -1.556 13.003
H26 -0.836 -0.566 14.213
H27 0.540 0.106 13.325
H28 -3.225 -0.908 8.805
H29 -1.548 -1.185 8.290
H30 -2.288 0.404 8.081
C15 1.521 5.098 -4.664
O10 0.613 4.003 -4.458
P4 -0.819 4.307 -3.625
O11 -1.202 2.862 -3.511
O12 -1.439 5.031 -4.941
C16 -1.566 4.240 -6.117
O13 -2.098 4.925 -2.770
C17 -2.174 4.559 -1.380
H31 2.324 4.749 -5.309
H32 1.014 5.937 -5.148
H33 1.948 5.426 -3.715
H34 -1.573 3.173 -5.895
H35 -0.739 4.461 -6.795
H36 -2.501 4.508 -6.607
H37 -1.202 4.630 -0.893
H38 -2.557 3.544 -1.288
H39 -2.860 5.249 -0.893
C18 0.653 1.128 -7.785
O14 0.116 2.025 -8.786
P5 0.190 1.522 -10.355
O15 -0.191 2.764 -11.073
O16 -1.021 0.466 -10.208
C19 -2.341 0.974 -10.029
O17 0.878 0.590 -11.506
C20 2.082 1.105 -12.103
H40 0.425 1.543 -6.806
H41 0.197 0.139 -7.867
H42 1.735 1.042 -7.891
H43 -2.427 2.006 -10.368
H44 -2.616 0.916 -8.974
H45 -3.020 0.349 -10.604
H46 2.756 1.508 -11.348
H47 1.835 1.875 -12.832
H48 2.583 0.287 -12.615
C21 2.211 2.132 18.468
O18 1.860 1.031 17.612
P6 3.093 0.220 16.851
O19 2.327 -0.621 15.902
O20 3.541 -0.535 18.211
C22 2.661 -1.514 18.756
O21 4.636 0.110 16.321
C23 4.895 0.621 14.999
H49 1.305 2.468 18.966
H50 2.938 1.821 19.222
H51 2.619 2.957 17.883
H52 1.965 -1.896 18.009
H53 2.099 -1.082 19.586
H54 3.268 -2.335 19.132
H55 4.407 1.581 14.837
H56 4.552 -0.096 14.255
H57 5.970 0.754 14.901
C24 1.513 -0.221 -18.120
O22 2.114 1.036 -18.477
P7 2.396 2.150 -17.254
O23 2.747 3.293 -18.150
O24 3.692 1.300 -16.761
C25 4.787 1.159 -17.659
O25 2.511 2.969 -15.800
C26 1.546 4.022 -15.615
H58 1.512 -0.853 -19.004
H59 2.087 -0.715 -17.331
H60 0.485 -0.075 -17.788
H61 4.781 1.931 -18.429
H62 4.752 0.176 -18.132
H63 5.705 1.237 -17.079
H64 0.543 3.701 -15.893
H65 1.832 4.889 -16.208
H66 1.546 4.290 -14.560

Calculated values
E: -5808.37828 Eh
Frontier orbital gap: 2.77 eV
Molar mass: 1055.69 g/mol
Charge: -1

Löwdin atomic charge list, values in e, 4 entries:
1 C -0.3634
2 P 0.6770
3 O -0.4325
4 P 0.3653


The following is a DFT calculation (ωB97M-V/def2-TZVPD) of a single C5H5NO molecule.

Geometry (Å):
O1 2.274 1.418 -0.198
C1 1.133 1.074 -0.036
C2 0.665 -0.346 -0.279
C3 -0.238 -0.895 0.889
C4 -0.494 -0.582 -1.135
C5 -1.463 0.459 -1.166
N1 -2.319 1.238 -1.317
H1 0.337 1.787 0.269
H2 1.515 -1.000 -0.479
H3 -0.563 -0.082 1.542
H4 0.297 -1.681 1.421
H5 -1.144 -1.390 0.488

Calculated values
E: -323.36484 Eh
Frontier orbital gap: 8.26 eV
Molar mass: 95.10 g/mol

Löwdin atomic charge list, values in e, 4 entries:
1 O 0.0820
2 C -0.2328
3 C -0.3435
4 C -0.0336


The following is a DFT calculation (ωB97M-V/def2-TZVPD) of a single C4H7NOS molecule.

Geometry (Å):
C1 -0.349 -1.240 0.409
C2 -0.447 1.173 0.107
C3 0.407 0.026 0.469
C4 1.493 -0.245 -0.610
N1 -1.463 -1.298 -0.141
O1 -3.106 0.576 0.509
S1 -2.207 0.252 -0.574
H1 0.180 -2.192 0.632
H2 -0.832 1.710 1.039
H3 0.019 1.830 -0.674
H4 1.001 0.152 1.397
H5 1.147 -0.065 -1.545
H6 1.900 -1.189 -0.524
H7 2.255 0.509 -0.493

Calculated values
E: -684.71843 Eh
Frontier orbital gap: 9.99 eV
Molar mass: 117.17 g/mol

Löwdin atomic charge list, values in e, 4 entries:
1 C -0.2492
2 C -0.1839
3 C -0.4292
4 C -0.0526


The following is a DFT calculation (ωB97M-V/def2-TZVPD) of 2 unconnected molecules or ions with the total composition CH6FN2PS.

Geometry (Å):
C1 -1.076 1.198 1.485
N1 -0.274 1.752 0.452
N2 0.819 -1.874 -0.935
F1 -1.736 1.427 -1.462
P1 -0.369 2.166 -0.993
S1 -1.303 2.633 2.634
H1 -0.489 0.388 1.984
H2 0.263 -1.315 -1.644
H3 -1.962 0.721 0.989
H4 0.367 2.439 0.821
H5 0.106 -2.447 -0.448
H6 1.359 -2.677 -1.345

Calculated values
E: -990.54630 Eh
Frontier orbital gap: 5.48 eV
Molar mass: 128.11 g/mol

Löwdin atomic charge list, values in e, 4 entries:
1 C -0.7439
2 N -0.4152
3 N -0.0390
4 F -0.3171